The following is a DFT calculation (ωB97M-V/def2-TZVPD) of a molecular structure, C41H29N4O2S3Sn in a non-equilibrium geometry.

Each line ends with the Mulliken charge.
Cartesian coordinates (Å):
Sn -0.21 -0.58 0.00  1.3443
S 4.68 3.74 -0.68  0.0861
C 5.82 4.98 -0.43  -0.4037
C 5.23 6.12 0.02  -0.7404
C 3.83 5.98 0.16  -0.5511
C 3.37 4.73 -0.17  0.3758
C 1.99 4.24 -0.14  0.6234
C 1.65 2.87 -0.19  -0.8866
N 0.43 2.40 -0.14  -0.0863
C -0.60 3.28 -0.05  -0.6145
C -0.38 4.66 -0.01  1.3591
C -1.47 5.59 0.07  -0.9921
C -2.73 5.13 0.09  -1.0341
C -3.00 3.72 0.05  1.1761
C -4.31 3.26 0.06  -0.3364
C -4.58 1.91 0.02  0.5239
C -3.46 1.05 -0.05  -0.1766
N -2.20 1.46 -0.07  -0.0111
C -1.95 2.79 -0.02  -0.9049
C -5.98 1.44 0.07  0.4283
C -6.47 0.17 0.15  -0.3304
C -7.89 0.11 0.19  -0.6595
C -8.46 1.34 0.14  -0.3918
S -7.29 2.57 0.05  -0.1858
C 0.94 5.13 -0.06  -0.5451
H 6.87 4.80 -0.63  0.4803
H 5.77 7.03 0.24  0.4014
H 3.20 6.77 0.53  0.3627
H 2.44 2.12 -0.27  0.4484
H -1.25 6.65 0.09  0.4228
H -3.58 5.81 0.15  0.4307
H -5.12 3.98 0.13  0.4683
H -3.59 -0.03 -0.09  -0.1700
H -5.84 -0.70 0.21  0.4013
H -8.45 -0.82 0.25  0.4073
H -9.51 1.59 0.16  0.4337
H 1.13 6.19 -0.05  0.3930
O -1.99 -1.65 -0.18  -0.6502
C -2.57 -2.84 -0.28  0.3851
C -3.94 -2.91 -0.55  -0.4562
C -4.61 -4.10 -0.69  -0.6376
C -3.91 -5.31 -0.58  -0.9061
C -2.56 -5.27 -0.31  -0.6183
C -1.88 -4.06 -0.13  0.5180
C -0.47 -4.05 0.17  0.4608
N 0.31 -2.98 0.35  -0.0058
C 1.56 -3.45 0.64  -0.3022
C 1.56 -4.80 0.64  -0.5540
N 0.27 -5.17 0.34  -0.0547
H -4.46 -1.98 -0.68  0.4732
H -5.67 -4.11 -0.89  0.4412
H -4.41 -6.25 -0.72  0.4017
H -2.03 -6.21 -0.23  0.2893
H 2.36 -2.78 0.84  0.1814
H 2.35 -5.52 0.80  0.4652
H -0.06 -6.11 0.25  0.1829
O 2.81 -0.30 0.24  -0.6460
S 3.93 -0.42 1.25  0.0326
C 4.82 -1.98 0.99  0.4583
C 4.91 -2.55 -0.27  -0.0287
C 5.58 -3.75 -0.42  -0.7701
C 6.13 -4.39 0.68  -0.4663
C 6.04 -3.81 1.94  -0.6669
C 5.38 -2.59 2.10  -0.3467
C 5.35 0.52 0.68  0.7672
C 5.69 0.59 -0.66  -0.2510
C 6.88 1.19 -1.02  -0.8899
C 7.71 1.73 -0.04  -0.4362
C 7.35 1.68 1.30  -0.6549
C 6.16 1.07 1.67  -0.2872
H 4.44 -2.07 -1.12  0.2772
H 5.66 -4.20 -1.41  0.4197
H 6.63 -5.34 0.57  0.4190
H 6.46 -4.30 2.80  0.4220
H 5.30 -2.13 3.07  0.4170
H 5.02 0.20 -1.41  0.3180
H 7.16 1.25 -2.06  0.3812
H 8.64 2.21 -0.33  0.4739
H 7.99 2.11 2.05  0.4208
H 5.87 1.01 2.71  0.4767

**Multiplicity**: 1
**Net charge**: +1
**LUMO level**: -3.4 eV
**HOMO energy**: -10.031 eV



The following is a DFT calculation (ωB97M-V/def2-TZVPD) of a single C5H5NO molecule in a non-equilibrium geometry.

Each line ends with the natural charge from an NBO analysis.
Cartesian coordinates (Å):
C 3.14 -0.29 -0.14  -0.1342
C 1.98 -0.04 0.07  -0.1262
C 0.61 0.26 0.49  0.4712
O 0.43 0.70 1.61  -0.5131
C -0.49 0.17 -0.48  -0.2211
C -1.84 -0.42 -0.31  -0.2267
N -1.78 0.85 0.29  -0.5110
H 4.17 -0.51 -0.30  0.2399
H -0.17 0.23 -1.54  0.2405
H -1.99 -1.34 0.23  0.1999
H -2.37 -0.30 -1.24  0.2029
H -1.68 0.69 1.32  0.3779

**Multiplicity**: 1
**Net charge**: 0
**Structure (SMILES)**: C#CC(=O)[C@H]1CN1
**LUMO level**: 0.0 eV
**HOMO energy**: -9.640 eV



The following is a DFT calculation (ωB97M-V/def2-TZVPD) of 2 unconnected molecules or ions with the total composition C3H9ClN5 in a non-equilibrium geometry.

Each line ends with the natural charge from an NBO analysis.
Cartesian coordinates (Å):
C 0.59 0.40 0.56  0.5251
C -1.46 1.20 -0.31  0.6906
C 2.20 -2.46 0.34  -0.4738
N 0.78 0.95 1.65  -0.6939
N -2.23 1.16 -1.34  -0.7294
N -1.60 2.13 0.64  -0.7213
N 2.12 -1.31 -0.62  -0.3812
N -0.53 0.21 -0.22  -0.6458
Cl 1.22 -1.47 -1.95  0.1935
H 2.03 -3.40 -0.37  0.2184
H 3.11 -2.39 0.92  0.2412
H 1.30 -2.43 0.92  0.2102
H 1.52 0.84 2.30  0.4274
H -2.98 1.87 -1.51  0.4318
H -2.17 0.57 -2.14  0.4359
H -2.42 2.63 0.66  0.4126
H -1.16 1.89 1.47  0.4347
H -0.33 -0.40 -0.99  0.4238

**Multiplicity**: 1
**Net charge**: +1
**LUMO level (spin up / spin down)**: -3.9 / -3.9 eV
**HOMO energy (spin up / spin down)**: -12.659 / -11.952 eV



The following is a DFT calculation (ωB97M-V/def2-TZVPD) of a molecular structure, C33H30AsOSSn in a non-equilibrium geometry.

Each line ends with the natural charge from an NBO analysis.
Cartesian coordinates (Å):
Sn -0.14 -0.31 1.23  0.4904
C -2.61 -1.47 -2.07  -0.5997
C -2.05 -1.99 -0.75  -0.1762
C -1.76 -3.50 -0.79  -0.6014
C -3.10 -1.62 0.38  -0.6167
C -0.78 -1.23 -0.65  -0.5585
H -3.65 -1.70 -2.20  0.1896
H -2.07 -1.91 -2.91  0.1956
H -2.37 -0.39 -2.08  0.2259
H -2.61 -4.06 -1.23  0.1850
H -1.66 -3.96 0.19  0.2086
H -0.85 -3.76 -1.41  0.2125
H -4.05 -2.14 0.19  0.1922
H -3.21 -0.53 0.51  0.2239
H -2.72 -1.99 1.33  0.2154
H 0.00 -1.30 -1.43  0.1601
C 7.39 0.47 0.54  -0.2379
C 6.84 0.22 -0.73  -0.2103
C 5.49 -0.09 -0.90  -0.2417
C 4.61 0.08 0.20  -0.3016
C 5.15 0.52 1.41  -0.2376
C 6.50 0.67 1.59  -0.2120
As 2.67 -0.30 0.23  0.8828
C 2.77 -1.73 1.58  -0.3081
C 2.75 -1.74 2.99  -0.2057
C 2.95 -2.91 3.74  -0.2240
C 3.03 -4.15 3.09  -0.2335
C 2.95 -4.21 1.72  -0.2164
C 2.88 -3.01 0.95  0.0016
C 2.82 -2.98 -0.53  -0.0769
C 3.07 -4.06 -1.40  -0.1935
C 2.96 -3.94 -2.77  -0.2263
C 2.82 -2.65 -3.32  -0.2405
C 2.63 -1.55 -2.48  -0.1766
C 2.69 -1.71 -1.10  -0.3095
H 8.46 0.62 0.72  0.2042
H 7.52 0.22 -1.61  0.1994
H 5.12 -0.49 -1.85  0.2192
H 4.49 0.64 2.29  0.2082
H 6.89 1.02 2.54  0.2004
H 2.57 -0.85 3.53  0.2118
H 3.00 -2.82 4.80  0.2028
H 3.12 -5.05 3.70  0.2012
H 2.96 -5.17 1.21  0.2002
H 3.34 -5.04 -0.97  0.2008
H 3.03 -4.83 -3.41  0.2067
H 2.74 -2.49 -4.41  0.2049
H 2.43 -0.60 -2.90  0.2052
C -8.45 6.18 -0.90  -0.7159
C -7.35 5.49 -0.10  0.3983
O -7.43 4.33 0.27  -0.5523
S -5.99 6.56 0.20  0.2525
C -4.76 5.33 0.42  -0.2456
C -3.57 5.57 -0.29  -0.2135
C -2.55 4.59 -0.21  -0.1901
C -2.69 3.44 0.59  -0.0976
C -3.87 3.32 1.36  -0.2069
C -4.89 4.23 1.25  -0.1422
C -1.59 2.52 0.72  -0.0736
C -0.71 1.71 1.00  -0.4350
H -8.26 6.11 -1.96  0.2404
H -8.64 7.22 -0.59  0.2255
H -9.38 5.64 -0.66  0.2293
H -3.53 6.40 -0.92  0.2103
H -1.64 4.65 -0.77  0.2197
H -3.91 2.48 2.04  0.2226
H -5.82 3.99 1.78  0.2299

**Multiplicity**: 1
**Net charge**: -1
**LUMO level (spin up / spin down)**: 2.2 / 2.2 eV
**HOMO energy (spin up / spin down)**: -3.261 / -1.338 eV



The following is a DFT calculation (ωB97M-V/def2-TZVPD) of a molecular structure, C3H5Li2O3 in a non-equilibrium geometry.

Each line ends with the natural charge from an NBO analysis.
Cartesian coordinates (Å):
O 1.29 0.59 -0.32  -0.4998
C 1.54 -0.46 0.43  0.6788
C 0.10 1.30 0.03  -0.0983
O 2.10 -1.47 0.02  -0.6725
O -0.82 -0.88 -0.12  -1.1323
C -1.10 0.45 -0.38  -0.0838
H 0.13 2.27 -0.48  0.2054
H 0.09 1.45 1.13  0.1752
H -1.31 0.62 -1.45  0.1529
H -1.98 0.79 0.19  0.1606
H 1.30 -0.35 1.51  0.1277
Li 0.38 -2.02 -1.08  0.7106
Li -1.70 -2.30 0.54  0.2757

**Multiplicity**: 2
**Net charge**: 0
**LUMO level (spin up / spin down)**: 0.0 / 0.4 eV
**HOMO energy (spin up / spin down)**: -3.979 / -9.938 eV



The following is a DFT calculation (ωB97M-V/def2-TZVPD) of a molecular structure, C6H11N in a non-equilibrium geometry.

Each line ends with the natural charge from an NBO analysis.
Cartesian coordinates (Å):
C -0.89 -1.53 -0.66  -0.5819
C -0.81 -1.46 0.83  -0.4065
C 0.51 -0.74 1.42  -0.4714
C 0.83 0.76 1.19  -0.0843
C 0.84 1.13 -0.22  -0.2208
N 0.10 0.58 -1.66  -0.3896
C -0.38 1.71 -0.95  -0.2710
H -0.33 -2.36 -1.15  0.2022
H -0.34 -0.45 -1.12  0.2709
H -1.88 -1.42 -1.12  0.2073
H -1.71 -0.99 1.26  0.2011
H -0.81 -2.52 1.16  0.2059
H 0.52 -0.95 2.53  0.2144
H 1.33 -1.35 0.99  0.2267
H 1.64 1.26 1.82  0.2146
H 1.83 1.19 -0.65  0.2561
H -1.33 1.63 -0.41  0.1950
H -0.18 2.69 -1.37  0.2312

**Multiplicity**: 1
**Net charge**: 0
**LUMO level**: -1.7 eV
**HOMO energy**: -6.442 eV



no.,DFT total energy (a.u.)
1,-3358.01769
2,-323.35948
3,-853.29026
4,-4198.82525
5,-358.09355
6,-289.65819